Entry 1:
Computed, not measured: a cluster of 6 separate species, C34H46N3O19 in total, with wB97M-V/def2-TZVPD.

Values from the calculation:
* net charge: +1
* lowest unoccupied orbital energy: -5.037 eV
* E_HOMO: -9.941 eV
* energy above the lowest of the compared OMol25 structures with the same formula, charge and spin: 8.804 eV

Atoms and positions in Å:
1 C 6.833 -0.801 3.655
2 C 7.034 0.742 3.293
3 O 7.744 1.426 4.088
4 O 6.530 1.405 2.137
5 C 5.161 1.039 1.840
6 C 4.636 1.664 0.428
7 O 4.569 0.553 -0.537
8 C 3.227 0.212 -0.841
9 O 2.798 0.515 -1.993
10 C 2.188 -0.483 0.137
11 C 2.523 -1.355 1.378
12 C 1.354 -1.918 2.235
13 C 1.584 -2.801 3.578
14 N 1.049 -1.930 4.702
15 N -0.050 -1.687 1.883
16 C -0.435 -0.897 0.740
17 C -2.007 -0.663 0.440
18 C -2.507 0.584 1.361
19 C -1.726 1.950 1.031
20 C -2.017 3.150 2.066
21 N -0.828 3.212 2.985
22 C 0.453 3.848 2.672
23 C 1.532 3.766 3.782
24 C 0.771 2.943 4.885
25 C -0.644 2.673 4.320
26 C 0.670 -0.272 -0.184
27 H 5.690 -0.996 3.676
28 H 7.212 -1.403 2.740
29 H 7.308 -1.125 4.636
30 H 4.442 1.336 2.701
31 H 5.074 -0.094 1.720
32 H 3.585 2.092 0.562
33 H 5.341 2.502 0.079
34 H 3.600 -1.581 1.661
35 H 0.940 -3.744 3.581
36 H 2.686 -3.013 3.780
37 H 0.025 -2.093 4.770
38 H 1.519 -2.151 5.589
39 H -0.803 -2.103 2.458
40 H -2.117 -0.428 -0.685
41 H -2.619 -1.617 0.643
42 H -2.253 0.289 2.445
43 H -3.645 0.662 1.182
44 H -2.017 2.257 -0.048
45 H -0.575 1.823 0.997
46 H -1.967 4.125 1.448
47 H -3.008 3.069 2.618
48 H 0.750 4.409 1.728
49 H 2.604 4.168 3.797
50 H 1.153 2.600 5.914
51 H -1.548 2.141 4.764
52 H 0.295 0.345 -1.063
53 C 4.425 -0.593 -4.978
54 C 3.064 -1.103 -4.615
55 O 2.366 -1.067 -5.853
56 C 3.302 -1.124 -6.841
57 O 3.050 -1.281 -8.001
58 O 4.559 -0.980 -6.339
59 H 5.213 -1.037 -4.368
60 H 4.495 0.497 -4.911
61 H 3.086 -2.135 -4.252
62 H 2.569 -0.477 -3.872
63 C -2.483 6.755 5.500
64 C -3.883 6.405 5.901
65 O -4.479 6.011 4.673
66 C -3.473 5.615 3.849
67 O -3.637 5.065 2.793
68 O -2.256 5.920 4.372
69 H -1.758 6.548 6.289
70 H -2.384 7.800 5.192
71 H -3.921 5.563 6.599
72 H -4.416 7.251 6.339
73 C -0.747 -1.415 -4.053
74 C -1.723 -1.874 -5.092
75 O -2.924 -2.049 -4.348
76 C -2.831 -1.261 -3.245
77 O -3.739 -1.041 -2.487
78 O -1.578 -0.750 -3.106
79 H 0.004 -0.733 -4.458
80 H -0.238 -2.248 -3.555
81 H -1.895 -1.122 -5.867
82 H -1.419 -2.808 -5.566
83 C -7.657 -0.551 -2.517
84 C -6.785 -1.546 -1.815
85 O -7.547 -1.887 -0.665
86 C -8.852 -1.625 -0.957
87 O -9.777 -1.953 -0.271
88 O -8.967 -0.944 -2.131
89 H -7.544 -0.589 -3.602
90 H -7.481 0.474 -2.177
91 H -6.619 -2.450 -2.409
92 H -5.820 -1.127 -1.531
93 C 0.175 -6.056 -5.311
94 C 1.609 -5.676 -5.515
95 O 1.727 -4.468 -4.774
96 C 0.748 -4.479 -3.832
97 O 0.668 -3.686 -2.930
98 O -0.126 -5.498 -4.038
99 H 0.026 -7.137 -5.307
100 H -0.488 -5.609 -6.058
101 H 2.301 -6.414 -5.100
102 H 1.852 -5.514 -6.566

Löwdin population analysis, charges in e, atoms 1 to 99: -0.006 -0.393 0.060 -0.044 -0.148 -0.075 -0.054 -0.315 0.078 0.014 0.095 -0.062 -0.180 -0.026 0.145 -0.073 -0.114 -0.170 -0.168 -0.142 -0.144 -0.107 -0.075 -0.090 -0.096 0.113 0.072 0.107 0.103 0.152 0.091 0.136 0.159 0.108 0.124 0.129 0.072 0.080 0.166 0.101 0.135 0.110 0.134 0.128 0.102 0.137 0.126 0.104 0.085 0.081 0.105 0.131 -0.125 -0.149 0.046 -0.544 0.160 0.071 0.138 0.139 0.127 0.097 -0.125 -0.128 0.074 -0.524 0.107 0.057 0.139 0.138 0.136 0.139 -0.117 -0.103 0.083 -0.526 0.130 0.044 0.134 0.089 0.143 0.134 -0.132 -0.144 0.057 -0.547 0.158 0.065 0.136 0.135 0.138 0.102 -0.119 -0.115 0.062 -0.537 0.112 0.075 0.142

---

Entry 2:
Computed, not measured: a structure of composition C34H46N8O3S4Sc, with wB97M-V/def2-TZVPD.

Values from the calculation:
* net charge: +1
* lowest unoccupied orbital energy: -1.772 eV
* E_HOMO: -9.594 eV
* energy above the lowest of the compared OMol25 structures with the same formula, charge and spin: 0.000 eV

Atoms and positions in Å:
1 Sc 0.530 0.378 0.167
2 N -1.427 -3.703 -0.605
3 C -0.597 -2.611 -0.601
4 S -0.094 -2.031 0.964
5 N -0.328 -2.079 -1.750
6 N 0.445 -0.925 -1.659
7 C 0.933 -0.570 -2.799
8 C 1.891 0.490 -3.012
9 C 2.226 0.851 -4.322
10 C 3.219 1.773 -4.576
11 C 3.925 2.319 -3.502
12 C 3.630 1.964 -2.202
13 C 2.589 1.061 -1.931
14 O 2.273 0.748 -0.691
15 H -1.378 -4.304 0.201
16 H -1.518 -4.162 -1.498
17 H 0.640 -1.164 -3.665
18 H 1.691 0.386 -5.142
19 H 3.466 2.048 -5.590
20 H 4.722 3.028 -3.689
21 H 4.177 2.390 -1.370
22 O -0.758 0.980 1.948
23 S -1.388 1.691 3.106
24 C -3.067 1.044 3.125
25 C -3.879 1.277 1.847
26 C -4.510 0.011 1.277
27 C -3.541 -0.907 0.550
28 S -2.754 -0.312 -0.975
29 O -1.650 0.641 -0.567
30 C -4.028 0.744 -1.622
31 C -5.194 0.154 -2.094
32 C -6.188 0.959 -2.625
33 C -6.003 2.334 -2.701
34 C -4.824 2.904 -2.252
35 C -3.822 2.110 -1.710
36 C -1.735 3.361 2.606
37 C -1.850 4.303 3.617
38 C -2.133 5.620 3.284
39 C -2.274 5.981 1.951
40 C -2.140 5.030 0.948
41 C -1.874 3.708 1.270
42 H -3.534 1.490 4.006
43 H -2.922 -0.016 3.343
44 H -3.252 1.723 1.076
45 H -4.661 2.007 2.062
46 H -5.318 0.293 0.600
47 H -4.979 -0.575 2.074
48 H -4.021 -1.839 0.244
49 H -2.664 -1.195 1.141
50 H -5.328 -0.918 -2.049
51 H -7.101 0.512 -2.991
52 H -6.779 2.956 -3.122
53 H -4.677 3.972 -2.331
54 H -2.884 2.530 -1.375
55 H -1.705 4.019 4.651
56 H -2.230 6.363 4.062
57 H -2.483 7.010 1.694
58 H -2.248 5.316 -0.090
59 H -1.756 2.955 0.502
60 C 2.701 -2.803 3.256
61 C 2.936 -1.548 4.085
62 N 3.734 -0.535 3.391
63 C 5.134 -0.426 3.806
64 C 6.009 -1.558 3.290
65 C 3.198 0.226 2.418
66 C 4.098 1.183 1.693
67 N 1.931 0.210 2.105
68 H 2.110 -3.521 3.823
69 H 3.648 -3.270 2.997
70 H 2.164 -2.584 2.333
71 H 3.470 -1.792 5.005
72 H 1.990 -1.102 4.408
73 H 5.141 -0.409 4.900
74 H 5.527 0.535 3.487
75 H 5.711 -2.516 3.712
76 H 7.049 -1.386 3.562
77 H 5.944 -1.633 2.204
78 H 4.391 2.003 2.353
79 H 3.562 1.573 0.836
80 H 5.005 0.689 1.351
81 H 1.405 -0.426 2.699
82 C 0.411 6.437 -2.521
83 C 0.995 5.032 -2.589
84 C 1.008 4.330 -1.274
85 N 0.522 3.157 -1.081
86 N 0.703 2.709 0.197
87 C 1.316 3.558 0.968
88 N 1.562 3.291 2.276
89 S 1.726 5.024 0.162
90 H 0.390 6.884 -3.512
91 H 1.004 7.090 -1.879
92 H -0.607 6.421 -2.134
93 H 2.017 5.055 -2.975
94 H 0.421 4.392 -3.262
95 H 1.624 2.295 2.485
96 H 2.205 3.890 2.766

Löwdin charges, unit e, in atom order: 0.828 0.068 -0.883 0.663 -0.020 -0.106 -0.046 -0.146 -0.035 -0.091 -0.081 -0.016 -0.336 -0.206 0.077 0.098 0.135 0.115 0.101 0.106 0.110 -0.618 1.033 -0.293 -0.208 -0.210 -0.302 1.047 -0.589 -0.385 -0.084 -0.063 -0.067 -0.059 -0.063 -0.390 -0.079 -0.063 -0.061 -0.055 -0.095 0.101 0.099 0.067 0.129 0.106 0.125 0.098 0.045 0.119 0.111 0.109 0.108 0.094 0.112 0.111 0.111 0.106 0.072 -0.066 -0.192 -0.072 -0.207 -0.063 -0.386 -0.002 0.044 0.085 0.070 0.006 0.122 0.117 0.123 0.101 0.069 0.081 0.082 0.094 0.047 0.097 0.020 -0.098 -0.233 -0.580 0.061 -0.082 -0.693 0.135 1.140 0.079 0.067 0.071 0.115 0.122 0.064 0.106